C54H120B5F20N13O5 | wB97M-V/def2-TZVPD

As for the strongest force on any atom: 0.1317 Eh/bohr. The total charge is +4. The calculation puts the lowest unoccupied orbital energy at -7.86 eV. Its orbital gap is 7.8648 eV. The value obtained for the HOMO energy is -15.72 eV.

Each atom is followed by the atoms it is bonded to, with distances in Å.
Cartesian coordinates (Å):
1 C 1.53899 1.65378 2.35391  C2 1.547, H11 1.090, H12 1.090, H13 1.090
2 C 0.33172 0.91973 1.72313  C1 1.547, N3 1.578, H14 1.090, H15 1.090
3 N 0.20321 0.97358 0.15116  C2 1.578, C4 1.542, C5 1.543, C7 1.545
4 C -1.04248 0.22210 -0.35972  N3 1.542, H16 1.090, H17 1.090, H18 1.090
5 C -0.06463 2.43449 -0.26625  N3 1.543, C6 1.568, H19 1.090, H20 1.090
6 C -0.41471 2.71004 -1.76947  C5 1.568, H21 1.090, H22 1.090, H23 1.090
7 C 1.44831 0.35063 -0.51944  N3 1.545, C8 1.623, H24 1.090, H25 1.090
8 C 1.95743 -1.13056 -0.09480  C7 1.623, O9 1.474, H26 1.090, H27 1.090
9 O 0.92680 -2.13668 -0.40977  C8 1.474, C10 1.476
10 C 1.41049 -3.53092 -0.39155  O9 1.476, H28 1.090, H29 1.090, H30 1.090
11 H 1.46825 1.64523 3.44158  C1 1.090
12 H 1.54754 2.69155 2.02068  C1 1.090
13 H 2.51223 1.25458 2.06834  C1 1.090
14 H -0.59658 1.28909 2.15894  C2 1.090
15 H 0.22177 -0.13519 1.97444  C2 1.090
16 H -0.94436 -0.20269 -1.35873  C4 1.090
17 H -1.94615 0.80916 -0.19592  C4 1.090
18 H -1.07731 -0.63642 0.31097  C4 1.090
19 H 0.80470 2.99774 0.07301  C5 1.090
20 H -0.90392 2.80751 0.32073  C5 1.090
21 H -0.38225 3.77803 -1.98499  C6 1.090
22 H -1.39116 2.33061 -2.07061  C6 1.090
23 H 0.31369 2.24010 -2.43031  C6 1.090
24 H 2.23283 1.05907 -0.25344  C7 1.090
25 H 1.30713 0.32493 -1.59996  C7 1.090
26 H 2.42456 -1.24585 0.88326  C8 1.090
27 H 2.78317 -1.21543 -0.80123  C8 1.090
28 H 1.72290 -3.81255 0.61404  C10 1.090
29 H 2.32169 -3.66618 -0.97421  C10 1.090
30 H 0.69090 -4.31528 -0.62625  C10 1.090
31 C 3.72611 -0.64645 -4.83924  C32 1.516, H41 1.090, H42 1.090, H43 1.090
32 C 2.66848 -0.97462 -5.87506  C31 1.516, N33 1.563, H44 1.090, H45 1.090
33 N 1.18115 -0.95385 -5.39629  C32 1.563, C34 1.536, C35 1.588, C37 1.523
34 C 0.30728 -1.42284 -6.56854  N33 1.536, H46 1.090, H47 1.090, H48 1.090
35 C 0.87304 -2.00537 -4.24722  N33 1.588, C36 1.565, H49 1.090, H50 1.090
36 C 1.00225 -3.53355 -4.55824  C35 1.565, H51 1.090, H52 1.090, H53 1.090
37 C 0.88392 0.37254 -4.71044  N33 1.523, C38 1.498, H54 1.090, H55 1.090
38 C 0.60218 1.58608 -5.54203  C37 1.498, O39 1.403, H56 1.090, H57 1.090
39 O 1.75480 1.74404 -6.32575  C38 1.403, C40 1.371
40 C 1.55847 2.47692 -7.46769  O39 1.371, H58 1.090, H59 1.090, H60 1.090
41 H 3.57613 -1.23631 -3.93499  C31 1.090
42 H 3.98066 0.39355 -4.63501  C31 1.090
43 H 4.66945 -0.96180 -5.28508  C31 1.090
44 H 2.84519 -1.94205 -6.34510  C32 1.090
45 H 2.71514 -0.30989 -6.73765  C32 1.090
46 H 0.46688 -0.65227 -7.32275  C34 1.090
47 H -0.72036 -1.39616 -6.20613  C34 1.090
48 H 0.55373 -2.37513 -7.03812  C34 1.090
49 H -0.15103 -1.83344 -3.91583  C35 1.090
50 H 1.42176 -1.75982 -3.33798  C35 1.090
51 H 1.89078 -3.87647 -5.08838  C36 1.090
52 H 0.17928 -3.87556 -5.18581  C36 1.090
53 H 1.09398 -4.03180 -3.59313  C36 1.090
54 H 1.73018 0.65667 -4.08499  C37 1.090
55 H 0.04879 0.23597 -4.02340  C37 1.090
56 H 0.51364 2.48903 -4.93793  C38 1.090
57 H -0.29237 1.43196 -6.14545  C38 1.090
58 H 2.46290 2.64457 -8.05251  C40 1.090
59 H 1.26842 3.49712 -7.21639  C40 1.090
60 H 0.69046 2.07919 -7.99348  C40 1.090
61 C -1.67765 0.50796 9.29594  C62 1.563, H71 1.090, H72 1.090, H73 1.090
62 C -1.34691 -0.40802 8.07354  C61 1.563, N63 1.528, H74 1.090, H75 1.090
63 N -1.82286 0.16600 6.73927  C62 1.528, C64 1.559, C65 1.556, C67 1.572
64 C -3.37508 0.30733 6.69726  N63 1.559, H76 1.090, H77 1.090, H78 1.090
65 C -1.22974 1.57266 6.44021  N63 1.556, C66 1.536, H79 1.090, H80 1.090
66 C -1.35265 2.12336 5.01164  C65 1.536, H81 1.090, H82 1.090, H83 1.090
67 C -1.50971 -0.84828 5.57985  N63 1.572, C68 1.510, H84 1.090, H85 1.090
68 C -0.11986 -1.43582 5.64613  C67 1.510, O69 1.400, H86 1.090, H87 1.090
69 O 0.83468 -0.42605 5.81930  C68 1.400, C70 1.427
70 C 2.15494 -0.78787 5.41681  O69 1.427, H88 1.090, H89 1.090, H90 1.090
71 H -1.24949 0.17711 10.24215  C61 1.090
72 H -2.73557 0.43841 9.54904  C61 1.090
73 H -1.47224 1.54223 9.01990  C61 1.090
74 H -1.73699 -1.42582 8.07702  C62 1.090
75 H -0.26280 -0.50245 8.01122  C62 1.090
76 H -3.81887 -0.60446 7.09700  C64 1.090
77 H -3.72180 0.45466 5.67442  C64 1.090
78 H -3.61225 1.13424 7.36664  C64 1.090
79 H -0.18250 1.46427 6.72240  C65 1.090
80 H -1.65736 2.25833 7.17172  C65 1.090
81 H -0.97047 3.14393 4.98984  C66 1.090
82 H -2.41559 2.14910 4.77169  C66 1.090
83 H -0.85445 1.45598 4.30842  C66 1.090
84 H -1.69612 -0.33872 4.63450  C67 1.090
85 H -2.30805 -1.58617 5.50069  C67 1.090
86 H 0.16795 -2.06605 4.80466  C68 1.090
87 H -0.07148 -2.12513 6.48912  C68 1.090
88 H 2.73904 -0.57301 6.31166  C70 1.090
89 H 2.59352 -0.11157 4.68309  C70 1.090
90 H 2.31756 -1.83344 5.15522  C70 1.090
91 C -3.68418 4.43528 -2.05780  C92 1.548, H99 1.090, H100 1.090, H101 1.090
92 C -4.45778 3.81925 -0.86727  C91 1.548, N93 1.439, H102 1.090, H103 1.090
93 N -5.71207 3.27403 -1.31633  C92 1.439, C94 1.393, C97 1.380
94 C -6.91575 3.95781 -1.47485  N93 1.393, C95 1.430, H104 1.080
95 C -7.84485 3.03684 -2.05280  C94 1.430, N96 1.392, H105 1.080
96 N -7.16028 1.84567 -2.27728  C95 1.392, C97 1.356, C98 1.479
97 C -5.88322 2.01402 -1.85233  N93 1.380, N96 1.356, H106 1.080
98 C -7.69622 0.68524 -3.02067  N96 1.479, H107 1.090, H108 1.090, H109 1.090
99 H -3.50406 3.73648 -2.87470  C91 1.090
100 H -2.72314 4.86019 -1.76808  C91 1.090
101 H -4.22950 5.29315 -2.45125  C91 1.090
102 H -4.80110 4.65771 -0.26128  C92 1.090
103 H -3.89972 3.09358 -0.27561  C92 1.090
104 H -7.08028 4.95761 -1.10103  C94 1.080
105 H -8.87067 3.22369 -2.33422  C95 1.080
106 H -5.06395 1.31819 -1.95732  C97 1.080
107 H -6.93336 -0.09270 -2.98979  C98 1.090
108 H -7.72774 1.00627 -4.06184  C98 1.090
109 H -8.72197 0.47827 -2.71553  C98 1.090
110 C -1.62537 -3.36444 1.73463  C111 1.470, H118 1.090, H119 1.090, H120 1.090
111 C -2.67541 -3.32384 0.70704  C110 1.470, N112 1.418, H121 1.090, H122 1.090
112 N -3.93631 -3.63055 1.27754  C111 1.418, C113 1.394, C116 1.402
113 C -4.68070 -4.80887 1.29607  N112 1.394, C114 1.397, H123 1.080
114 C -5.91792 -4.62864 1.91845  C113 1.397, N115 1.364, H124 1.080
115 N -5.95364 -3.31639 2.29019  C114 1.364, C116 1.368, C117 1.499
116 C -4.83809 -2.69373 1.80172  N112 1.402, N115 1.368, H125 1.080
117 C -7.22354 -2.68503 2.77701  N115 1.499, H126 1.090, H127 1.090, H128 1.090
118 H -0.63526 -3.33005 1.28008  C110 1.090
119 H -1.60616 -4.26213 2.35258  C110 1.090
120 H -1.60761 -2.47274 2.36127  C110 1.090
121 H -2.42049 -4.12705 0.01568  C111 1.090
122 H -2.76424 -2.37146 0.18437  C111 1.090
123 H -4.22633 -5.67875 0.84523  C113 1.080
124 H -6.80946 -5.23089 2.01266  C114 1.080
125 H -4.75606 -1.62060 1.71194  C116 1.080
126 H -7.34671 -2.89788 3.83890  C117 1.090
127 H -8.07222 -3.20138 2.32840  C117 1.090
128 H -7.14393 -1.61784 2.56994  C117 1.090
129 C 2.17207 -4.84076 3.80282  C130 1.521, H137 1.090, H138 1.090, H139 1.090
130 C 2.56466 -6.12233 3.08388  C129 1.521, N131 1.510, H140 1.090, H141 1.090
131 N 1.81490 -7.31667 3.62416  C130 1.510, C132 1.373, C135 1.357
132 C 2.05059 -8.00386 4.78937  N131 1.373, C133 1.432, H142 1.080
133 C 0.94830 -8.90001 4.96804  C132 1.432, N134 1.379, H143 1.080
134 N 0.08234 -8.77636 3.90196  C133 1.379, C135 1.395, C136 1.470
135 C 0.65374 -7.78621 3.10222  N131 1.357, N134 1.395, H144 1.080
136 C -1.02362 -9.71697 3.67393  N134 1.470, H145 1.090, H146 1.090, H147 1.090
137 H 2.46542 -4.72894 4.84663  C129 1.090
138 H 1.11190 -4.59004 3.83859  C129 1.090
139 H 2.70255 -4.05209 3.26926  C129 1.090
140 H 3.63917 -6.30084 3.12473  C130 1.090
141 H 2.38305 -6.04631 2.01180  C130 1.090
142 H 2.94581 -7.92844 5.38877  C132 1.080
143 H 0.71613 -9.56159 5.78950  C133 1.080
144 H 0.23786 -7.59836 2.12337  C135 1.080
145 H -0.72732 -10.60934 4.22526  C136 1.090
146 H -1.13062 -9.92700 2.60972  C136 1.090
147 H -1.98611 -9.38279 4.06129  C136 1.090
148 C 1.91838 6.60941 -3.32848  C149 1.577, H156 1.090, H157 1.090, H158 1.090
149 C 0.57561 6.10996 -3.98867  C148 1.577, N150 1.455, H159 1.090, H160 1.090
150 N -0.44286 7.08849 -3.64035  C149 1.455, C151 1.382, C154 1.358
151 C -0.87562 7.27561 -2.34157  N150 1.382, C152 1.389, H161 1.080
152 C -1.88470 8.22952 -2.31523  C151 1.389, N153 1.430, H162 1.080
153 N -2.08829 8.53675 -3.69656  C152 1.430, C154 1.390, C155 1.409
154 C -1.18774 7.83895 -4.49209  N150 1.358, N153 1.390, H163 1.080
155 C -2.94489 9.53612 -4.19873  N153 1.409, H164 1.090, H165 1.090, H166 1.090
156 H 1.69232 6.92369 -2.30955  C148 1.090
157 H 2.24026 7.51962 -3.83446  C148 1.090
158 H 2.64178 5.79411 -3.33723  C148 1.090
159 H 0.24339 5.17246 -3.54278  C149 1.090
160 H 0.72099 6.08150 -5.06855  C149 1.090
161 H -0.32498 6.80054 -1.54311  C151 1.080
162 H -2.43964 8.64347 -1.48632  C152 1.080
163 H -1.08592 7.80598 -5.56678  C154 1.080
164 H -3.36960 9.41405 -5.19514  C155 1.090
165 H -2.27580 10.39549 -4.15539  C155 1.090
166 H -3.66805 9.76202 -3.41507  C155 1.090
167 C 5.41521 -5.28603 -1.10691  C168 1.507, H174 1.090, H175 1.090, H176 1.090
168 C 4.81943 -5.28761 -2.49062  C167 1.507, O169 1.243, N170 1.537
169 O 3.70856 -4.76078 -2.67566  C168 1.243
170 N 5.47065 -6.11216 -3.61246  C168 1.537, H171 1.010, H172 1.010, C173 1.553
171 H 4.91415 -5.82297 -4.40415  N170 1.010
172 H 6.40589 -5.77549 -3.79163  N170 1.010
173 C 5.23419 -7.64324 -3.50598  N170 1.553, H177 1.090, H178 1.090, H179 1.090
174 H 5.23211 -6.20229 -0.54561  C167 1.090
175 H 5.01840 -4.39948 -0.61229  C167 1.090
176 H 6.49377 -5.14124 -1.16889  C167 1.090
177 H 5.19663 -8.01747 -4.52904  C173 1.090
178 H 4.26833 -7.88199 -3.06077  C173 1.090
179 H 6.01903 -8.13576 -2.93191  C173 1.090
180 C 6.30121 2.14558 -0.03413  C181 1.494, H187 1.090, H188 1.090, H189 1.090
181 C 6.33377 3.41498 0.75229  C180 1.494, O182 1.208, N183 1.536
182 O 7.07964 3.59328 1.68620  C181 1.208
183 N 5.41714 4.53807 0.24552  C181 1.536, H184 1.010, H185 1.010, C186 1.550
184 H 5.92115 5.39929 0.08947  N183 1.010
185 H 5.00279 4.24221 -0.62676  N183 1.010
186 C 4.32826 4.85013 1.30367  N183 1.550, H190 1.090, H191 1.090, H192 1.090
187 H 5.85953 1.43787 0.66742  C180 1.090
188 H 7.30057 1.80916 -0.31014  C180 1.090
189 H 5.82081 2.13689 -1.01251  C180 1.090
190 H 3.67439 5.66321 0.98834  C186 1.090
191 H 4.87536 5.20446 2.17730  C186 1.090
192 H 3.83703 3.89049 1.46458  C186 1.090
193 B -3.14359 -0.67710 -3.10335  F194 1.382, F195 1.360, F196 1.364, F197 1.352
194 F -4.40951 -0.36854 -3.56505  B193 1.382
195 F -3.28821 -1.68896 -2.20587  B193 1.360
196 F -2.38658 -1.02962 -4.18203  B193 1.364
197 F -2.77430 0.52007 -2.59531  B193 1.352
198 B -3.80576 1.14957 2.14291  F199 1.374, F200 1.318, F201 1.347, F202 1.373
199 F -3.00491 2.26059 2.25363  B198 1.374
200 F -3.04120 0.07544 2.14030  B198 1.318
201 F -4.66827 1.04803 3.17203  B198 1.347
202 F -4.55452 1.19381 0.99289  B198 1.373
203 B 3.44322 3.24749 -2.08368  F204 1.373, F205 1.341, F206 1.386, F207 1.359
204 F 3.12930 3.06628 -0.75908  B203 1.373
205 F 4.47386 4.09721 -2.20200  B203 1.341
206 F 3.95839 2.06478 -2.58982  B203 1.386
207 F 2.36115 3.49670 -2.86777  B203 1.359
208 B 6.11382 -2.01190 0.66978  F209 1.394, F210 1.354, F211 1.337, F212 1.377
209 F 5.89552 -1.33651 -0.52963  B208 1.394
210 F 5.00042 -2.67737 1.05643  B208 1.354
211 F 7.12387 -2.88382 0.58211  B208 1.337
212 F 6.49600 -0.96059 1.47263  B208 1.377
213 B 0.52037 5.92547 1.62621  F214 1.332, F215 1.381, F216 1.394, F217 1.334
214 F 1.59906 5.61116 2.34152  B213 1.332
215 F -0.33402 4.85133 1.47014  B213 1.381
216 F 0.02489 7.01743 2.33763  B213 1.394
217 F 0.89355 6.35572 0.41984  B213 1.334